{
  "formula": "C4H4N2O",
  "method": "ωB97M-V/def2-TZVPD",
  "elements": ["H", "N", "C", "C", "N", "C", "C", "O", "H", "H", "H"],
  "coordinates": [[2.6823, 1.1632, 0.0148], [2.3522, 0.2001, 0.0324], [1.0917, 0.1022, 0.0152], [0.4451, -1.2222, 0.0381], [-0.8173, -1.4277, 0.0193], [-1.6307, -0.2883, -0.0233], [-1.1127, 0.9452, -0.0405], [0.2331, 1.1803, -0.0235], [1.1380, -2.0603, 0.0742], [-2.7023, -0.4617, -0.0398], [-1.6794, 1.8693, -0.0669]],
  "forces_ev_per_a": [[-0.131, 0.016, -0.004], [-0.344, 0.107, -0.008], [0.138, -0.106, 0.011], [-0.131, -0.143, -0.001], [0.323, 0.202, 0.001], [0.029, 0.209, -0.004], [-0.120, -0.169, 0.002], [0.074, -0.125, 0.010], [-0.137, 0.053, -0.008], [0.234, 0.147, 0.006], [0.066, -0.192, -0.004]],
  "e_homo_ev": -9.055,
  "homo_lumo_gap_ev": 9.11
}

{
  "formula": "C2H9N3OS",
  "method": "ωB97M-V/def2-TZVPD",
  "elements": ["C", "N", "S", "N", "O", "N", "C", "H", "H", "H", "H", "H", "H", "H", "H", "H"],
  "coordinates": [[-1.5447, -1.5351, 1.5391], [-0.4069, -1.4130, 0.6611], [-0.3698, -0.3360, -0.4317], [0.7145, -0.7687, -1.6543], [-1.5495, 0.2411, -0.9759], [0.5963, 0.8455, 0.1974], [0.9914, 1.9928, -0.4714], [-2.2197, -0.8525, 1.1341], [-1.0325, -1.2147, 2.5595], [-1.9128, -2.6125, 1.6878], [1.6454, -0.6524, -1.2825], [0.5092, -1.7182, -1.9299], [1.2401, 0.5627, 0.9587], [0.1280, 2.0964, -1.0549], [0.9989, 2.9210, 0.0232], [1.8554, 2.0402, -1.1924]],
  "forces_ev_per_a": [[2.586, -1.045, 2.674], [1.111, -0.023, -2.689], [2.236, -1.409, 2.078], [-1.315, 0.037, 0.448], [-0.475, 0.394, -0.506], [1.519, -1.037, 3.153], [0.149, 1.074, -3.037], [-2.178, 0.825, 0.395], [-1.971, -0.456, -1.505], [0.432, 1.646, -0.590], [0.118, -0.329, -0.051], [0.228, -0.208, -0.224], [-1.152, -0.452, -0.730], [-1.100, 1.015, -1.855], [0.182, 0.820, 1.653], [-0.369, -0.850, 0.785]],
  "e_homo_ev": -8.959,
  "homo_lumo_gap_ev": 9.57
}

{
  "formula": "C4H11N2S",
  "method": "ωB97M-V/def2-TZVPD",
  "elements": ["H", "N", "C", "C", "S", "C", "C", "N", "H", "H", "H", "H", "H", "H", "H", "H", "H", "H"],
  "coordinates": [[2.2026, -1.1861, 0.8169], [1.3204, -1.1231, 1.3956], [0.2853, -0.6052, 0.9313], [-0.8251, -0.2216, 1.8201], [-2.4665, -0.7789, 1.0606], [0.2111, -0.0897, -0.8401], [1.5238, 0.5630, -1.1941], [-0.8927, 0.8429, -0.9117], [-0.8190, 0.9484, 1.9479], [-0.6538, -0.8125, 2.7741], [-2.1805, -1.8932, 0.4916], [0.2637, -0.9294, -1.4867], [2.3903, -0.1367, -1.1573], [1.6918, 1.2092, -0.3995], [1.4894, 1.1716, -2.1416], [-1.1312, 0.8646, -1.9063], [-0.6786, 1.7912, -0.7711], [-1.7311, 0.3854, -0.4298]],
  "forces_ev_per_a": [[-1.632, -0.158, 0.432], [1.144, 0.142, -0.229], [1.671, 0.722, -3.659], [-0.844, -0.159, 0.510], [-0.523, 2.385, 1.363], [2.672, -0.855, 4.141], [0.348, 0.105, -0.657], [-1.420, -2.103, -3.003], [-0.407, -2.361, -0.003], [-0.348, 1.275, -0.919], [0.960, -1.579, -0.517], [-1.833, -1.026, -0.428], [-0.858, 0.347, -0.521], [0.828, 1.812, 1.302], [0.144, -0.920, 0.707], [-0.517, 0.013, -0.191], [0.482, 1.602, 1.317], [0.132, 0.759, 0.355]],
  "e_homo_ev": -13.656,
  "homo_lumo_gap_ev": 10.29,
  "total_charge": 1
}

{
  "formula": "C6H5NO2",
  "method": "ωB97M-V/def2-TZVPD",
  "elements": ["C", "C", "N", "O", "C", "C", "C", "O", "C", "H", "H", "H", "H", "H"],
  "coordinates": [[-0.0612, 0.3368, 2.4924], [0.4711, 0.4390, 1.0512], [1.6230, 0.8740, 0.6826], [1.7388, 0.8064, -0.6465], [0.6674, 0.1230, -1.1480], [0.0973, -0.3652, -2.3455], [-1.1058, -0.8645, -2.0146], [-1.3944, -0.6907, -0.6636], [-0.2720, -0.1249, -0.1580], [-0.7103, -0.5054, 2.7185], [0.9078, 0.2941, 3.2500], [-0.6191, 1.2882, 2.5755], [0.6276, -0.2716, -3.2950], [-1.9702, -1.3393, -2.4990]],
  "forces_ev_per_a": [[3.191, 1.330, 0.569], [-3.158, -2.872, 0.008], [-0.368, 0.627, 1.777], [0.091, -1.106, -2.695], [-1.771, 0.132, 2.152], [1.616, 0.565, -1.506], [-1.687, -0.259, 0.680], [0.884, -0.070, 0.117], [3.386, 1.909, 0.541], [0.106, -0.037, -0.449], [-2.690, 0.363, -1.865], [0.196, -0.506, 0.764], [-0.747, -0.424, 0.093], [0.952, 0.346, -0.187]],
  "e_homo_ev": -9.036,
  "homo_lumo_gap_ev": 9.90
}

{
  "formula": "C48H33F3N3O6SSb2Se4Y",
  "method": "ωB97M-V/def2-TZVPD",
  "elements": ["Y", "O", "C", "C", "C", "C", "C", "C", "C", "O", "N", "N", "C", "C", "C", "C", "C", "C", "C", "O", "H", "H", "H", "H", "H", "H", "H", "H", "H", "H", "S", "C", "C", "C", "C", "C", "C", "C", "C", "C", "N", "H", "H", "H", "H", "H", "H", "O", "C", "C", "C", "C", "C", "C", "C", "O", "O", "H", "H", "H", "H", "H", "Se", "Sb", "Se", "Se", "Se", "F", "C", "C", "C", "C", "C", "C", "Sb", "C", "C", "C", "C", "F", "C", "C", "C", "C", "C", "C", "F", "C", "C", "H", "H", "H", "H", "H", "H", "H", "H", "H", "H", "H", "H"],
  "coordinates": [[0.9668, 1.4720, 0.3810], [3.0960, -1.3363, -2.6551], [2.3390, -1.1942, -3.7552], [2.6307, -2.0218, -4.8446], [1.9044, -1.9273, -6.0142], [0.8728, -0.9975, -6.1287], [0.5778, -0.1836, -5.0507], [1.2814, -0.2730, -3.8488], [0.9105, 0.5852, -2.6902], [1.5669, 0.3980, -1.5820], [-0.0375, 1.4558, -2.8631], [-0.2463, 2.1756, -1.6903], [-1.1383, 3.0901, -1.7767], [-1.4973, 4.0045, -0.7081], [-2.6904, 4.7273, -0.8242], [-3.1101, 5.5954, 0.1620], [-2.3051, 5.7642, 1.2949], [-1.1124, 5.0910, 1.4284], [-0.6726, 4.1908, 0.4327], [0.4728, 3.5897, 0.5487], [2.7020, -0.7487, -1.9588], [3.4390, -2.7337, -4.7354], [2.1429, -2.5817, -6.8446], [0.3079, -0.9122, -7.0483], [-0.2219, 0.5437, -5.1001], [-1.6707, 3.1911, -2.7258], [-3.2996, 4.5782, -1.7109], [-4.0443, 6.1335, 0.0628], [-2.6206, 6.4389, 2.0829], [-0.4815, 5.2172, 2.3007], [5.6197, -0.1082, 0.3924], [4.7750, -1.2526, 1.3445], [3.4857, -0.8717, 1.5704], [3.1088, 0.3773, 0.9777], [4.1890, 0.8918, 0.3074], [4.1803, 2.1486, -0.4318], [5.3065, 2.6834, -1.0661], [5.2039, 3.8941, -1.7184], [3.9868, 4.5632, -1.7328], [2.9149, 3.9699, -1.0901], [3.0022, 2.7984, -0.4663], [5.2769, -2.1455, 1.6876], [2.8030, -1.4795, 2.1540], [6.2462, 2.1487, -1.0302], [6.0713, 4.3203, -2.2087], [3.8670, 5.5197, -2.2219], [1.9387, 4.4374, -1.0482], [-0.3422, 0.2190, 4.6532], [-1.6276, 0.5904, 4.4275], [-2.5165, 0.7527, 5.4896], [-3.8205, 1.1561, 5.2637], [-4.2610, 1.4116, 3.9723], [-3.3750, 1.2602, 2.9205], [-2.0653, 0.8344, 3.1210], [-1.1846, 0.7068, 1.9152], [-0.1787, -0.0686, 1.9326], [-1.4396, 1.4126, 0.9112], [-0.1452, 0.3205, 5.5903], [-2.1648, 0.5740, 6.5002], [-4.4901, 1.2825, 6.1057], [-5.2745, 1.7429, 3.7909], [-3.6715, 1.4780, 1.9022], [4.2818, 3.7196, 6.8204], [2.5896, 4.5317, 5.3509], [0.9650, 6.1696, 5.9552], [3.1369, 4.4566, 2.8614], [1.6197, 2.7738, 3.7108], [-1.9545, -6.4075, -4.8933], [-1.7686, -5.3991, -4.0006], [-1.9872, -5.6562, -2.6602], [-1.7932, -4.6263, -1.7523], [-1.3978, -3.3565, -2.1724], [-1.1829, -3.1463, -3.5313], [-1.3655, -4.1669, -4.4613], [-0.9943, -1.7587, -0.7687], [-2.7896, -2.1676, 0.3563], [-3.9702, -2.4154, -0.3475], [-5.1872, -2.5604, 0.3026], [-5.2148, -2.4414, 1.6770], [-6.4047, -2.5811, 2.3154], [-4.0830, -2.1782, 2.4153], [-2.8730, -2.0430, 1.7421], [0.3816, -3.0093, 0.3107], [0.2669, -3.4055, 1.6374], [1.2610, -4.1633, 2.2469], [2.3721, -4.5094, 1.5066], [3.3511, -5.2401, 2.0997], [2.5296, -4.1305, 0.1903], [1.5252, -3.3757, -0.3957], [-2.2935, -6.6455, -2.3457], [-1.9506, -4.8197, -0.6969], [-0.8517, -2.1773, -3.8868], [-1.1899, -4.0104, -5.5174], [-3.9495, -2.5018, -1.4275], [-6.1036, -2.7527, -0.2398], [-4.1460, -2.0578, 3.4894], [-1.9909, -1.8016, 2.3220], [-0.5985, -3.1290, 2.2245], [1.1867, -4.4673, 3.2827], [3.4296, -4.3895, -0.3508], [1.6632, -3.0611, -1.4236]],
  "forces_ev_per_a": [[-0.090, 0.239, -0.456], [-0.033, -0.159, -0.004], [-0.026, -0.058, 0.041], [0.004, 0.004, -0.007], [0.004, 0.005, 0.000], [0.000, -0.004, -0.001], [-0.034, -0.019, 0.022], [-0.004, 0.005, -0.019], [0.095, 0.111, -0.011], [-0.224, -0.140, 0.028], [0.013, -0.027, -0.002], [0.043, -0.015, -0.006], [0.009, 0.043, 0.043], [-0.032, -0.033, -0.038], [0.008, 0.008, -0.006], [-0.013, -0.010, -0.013], [0.003, 0.013, 0.009], [0.011, -0.003, -0.024], [0.061, 0.084, -0.029], [-0.014, -0.011, 0.279], [0.052, 0.185, -0.020], [0.002, 0.000, -0.001], [0.003, 0.001, -0.005], [-0.003, -0.003, -0.002], [0.003, -0.001, -0.004], [-0.006, -0.010, 0.004], [0.002, -0.006, -0.004], [-0.002, 0.002, 0.000], [0.002, -0.003, 0.004], [-0.004, 0.001, -0.001], [-0.020, 0.025, 0.028], [0.007, -0.007, 0.003], [-0.011, -0.010, 0.013], [-0.080, -0.037, 0.010], [0.033, -0.031, 0.013], [-0.002, 0.019, 0.011], [-0.005, 0.005, 0.018], [-0.004, 0.008, -0.008], [0.003, 0.000, 0.006], [-0.013, -0.009, 0.014], [0.017, -0.169, 0.051], [-0.003, -0.002, 0.003], [0.002, 0.001, 0.004], [0.000, -0.001, 0.001], [0.000, 0.003, -0.001], [0.001, 0.003, -0.002], [0.005, 0.001, -0.009], [-0.011, 0.005, -0.074], [-0.043, 0.000, -0.022], [-0.002, 0.006, 0.003], [-0.001, -0.016, 0.014], [0.012, 0.017, -0.011], [0.007, 0.004, -0.010], [-0.047, -0.022, 0.021], [0.220, 0.016, 0.112], [0.091, 0.070, -0.101], [-0.032, -0.045, 0.009], [0.020, -0.003, 0.024], [-0.001, 0.007, 0.003], [-0.002, 0.001, 0.001], [-0.011, -0.005, -0.003], [-0.002, 0.004, 0.008], [0.019, -0.011, 0.032], [-0.114, -0.189, -0.425], [-0.014, 0.066, 0.038], [-0.102, 0.011, 0.236], [0.150, 0.056, 0.112], [0.003, 0.023, 0.020], [-0.009, -0.020, -0.008], [0.003, -0.014, 0.001], [-0.018, -0.002, -0.009], [0.082, 0.086, -0.041], [-0.009, 0.001, -0.004], [0.007, 0.005, -0.002], [-0.102, -0.202, 0.200], [-0.031, 0.067, 0.007], [0.034, -0.007, 0.037], [0.004, -0.001, -0.013], [-0.011, -0.004, 0.007], [0.010, 0.008, 0.017], [0.032, -0.040, -0.004], [-0.007, 0.057, 0.013], [0.031, 0.077, -0.047], [-0.011, -0.035, 0.058], [0.013, -0.016, -0.034], [-0.013, 0.006, -0.006], [-0.016, 0.002, -0.003], [0.019, 0.005, 0.053], [0.024, -0.017, -0.012], [0.001, 0.000, -0.001], [-0.001, 0.002, 0.005], [0.004, 0.026, -0.016], [0.006, 0.007, 0.003], [0.011, -0.016, -0.028], [0.000, -0.005, 0.000], [-0.005, 0.008, -0.012], [-0.073, 0.041, -0.024], [0.113, -0.033, -0.025], [0.003, 0.000, -0.002], [0.002, -0.011, 0.008], [0.003, 0.031, -0.047]],
  "e_homo_ev": -2.889,
  "homo_lumo_gap_ev": 6.63,
  "total_charge": -2
}

{
  "formula": "C5H9NO",
  "method": "ωB97M-V/def2-TZVPD",
  "elements": ["H", "N", "C", "C", "C", "C", "C", "O", "H", "H", "H", "H", "H", "H", "H", "H"],
  "coordinates": [[-2.2386, 2.1382, -0.2470], [-1.2996, 2.2107, 0.1522], [-0.5501, 1.2711, -0.2340], [0.8800, 1.0353, 0.1786], [1.2299, -0.4426, 0.4821], [0.3497, -1.4213, -0.3029], [-1.1047, -1.0984, -0.0431], [-1.4659, -0.6178, 1.0094], [-0.8531, 0.5243, -1.0072], [1.4472, 1.3775, -0.6945], [1.1461, 1.6733, 1.0248], [1.0768, -0.6413, 1.5462], [2.2900, -0.6280, 0.2681], [0.5984, -1.4660, -1.3725], [0.4547, -2.4408, 0.0885], [-1.8368, -1.3583, -0.8352]],
  "forces_ev_per_a": [[0.290, 0.113, -0.139], [0.204, -0.260, 0.135], [0.150, 0.431, -0.627], [-0.016, 0.170, -0.041], [-0.048, 0.070, 0.038], [-0.008, -0.023, 0.081], [-0.228, -0.648, 0.807], [-0.184, -1.004, -0.260], [-0.031, 0.985, -0.008], [0.208, -0.055, 0.083], [-0.085, -0.014, -0.151], [0.002, 0.120, -0.135], [-0.250, 0.039, 0.030], [-0.250, 0.111, 0.181], [0.220, 0.020, -0.079], [0.025, -0.055, 0.085]],
  "e_homo_ev": -9.677,
  "homo_lumo_gap_ev": 10.58
}

{
  "formula": "C5H8O",
  "method": "ωB97M-V/def2-TZVPD",
  "elements": ["C", "C", "C", "C", "C", "O", "H", "H", "H", "H", "H", "H", "H", "H"],
  "coordinates": [[-2.4996, -0.8885, 0.3619], [0.1323, 0.0541, 0.0583], [0.9599, 1.1007, 0.7701], [1.4369, -0.3065, 0.7325], [0.0993, 0.0868, -1.4168], [-0.8572, -0.2141, -2.0941], [-0.7893, -0.2705, 0.5737], [-2.8932, -0.1201, -0.3372], [-2.3049, -1.7324, -0.3344], [1.4717, 1.8370, 0.1552], [0.5499, 1.4904, 1.6962], [1.3630, -0.9084, 1.6324], [2.2807, -0.5503, 0.0919], [1.0506, 0.4218, -1.8897]],
  "forces_ev_per_a": [[-0.013, -0.006, -0.197], [-0.147, -0.047, -0.133], [0.051, 0.198, 0.061], [0.156, -0.132, 0.045], [-0.265, -0.083, -0.120], [0.451, 0.140, 0.263], [0.092, 0.037, -0.051], [0.030, -0.130, 0.114], [-0.056, 0.121, 0.112], [-0.085, -0.139, 0.081], [0.055, -0.085, -0.145], [-0.012, 0.106, -0.141], [-0.148, 0.058, 0.085], [-0.108, -0.038, 0.026]],
  "e_homo_ev": [-9.232, -9.250],
  "homo_lumo_gap_ev": [8.58, 8.59]
}

{
  "formula": "C5H8O",
  "method": "ωB97M-V/def2-TZVPD",
  "elements": ["C", "C", "C", "O", "C", "C", "H", "H", "H", "H", "H", "H", "H", "H"],
  "coordinates": [[1.0288, 0.4447, -0.0568], [0.9501, -1.0728, 0.2084], [-0.3534, -1.8185, 0.0317], [-1.4307, -1.0931, 0.1835], [-1.3862, 0.3602, 0.2935], [-0.3109, 0.8625, -0.6452], [1.2323, 1.0006, 0.8677], [1.8448, 0.6808, -0.7463], [1.1169, -1.3191, 1.2686], [1.7405, -1.6128, -0.3197], [-0.4591, 0.3165, -1.5908], [-1.1855, 0.6181, 1.3415], [-2.3888, 0.7038, 0.0362], [-0.3987, 1.9289, -0.8722]],
  "forces_ev_per_a": [[0.009, 0.130, -0.048], [0.063, 0.020, -0.014], [-0.087, 0.035, 0.167], [0.192, -0.224, -0.074], [0.002, 0.253, 0.008], [-0.045, -0.075, -0.206], [-0.108, -0.069, -0.146], [-0.081, -0.121, 0.070], [0.108, 0.055, 0.032], [-0.206, -0.057, 0.049], [0.017, 0.290, 0.085], [0.005, -0.014, -0.175], [0.088, -0.133, -0.008], [0.043, -0.092, 0.260]],
  "e_homo_ev": -7.949,
  "homo_lumo_gap_ev": 8.89
}